Entry 1:
The following is a DFT calculation (ωB97M-V/def2-TZVPD) of an isolated ion of composition C2H2ClOS and charge -1 in a non-equilibrium geometry.

LUMO level = 3.72 eV
Kohn-Sham gap = 7.21 eV
SMILES = [O-]C(=S)CCl
net charge = -1

XYZ file:
```
7
Properties=species:S:1:pos:R:3:lowdin_charge:R:1
C -0.797 -0.454 0.004 -1.15
C 0.535 0.312 -0.001 -0.67
O -0.857 -1.671 0.014 -0.12
S -2.061 0.663 -0.010 0.39
Cl 1.986 -0.726 -0.009 0.46
H 0.594 0.941 -0.890 0.04
H 0.601 0.936 0.891 0.04
```

=====

Entry 2:
The following is a DFT calculation (ωB97M-V/def2-TZVPD) of a 12-piece molecular cluster, C38H71NO11 overall in a non-equilibrium geometry.

LUMO level = 0.32 eV
Kohn-Sham gap = 9.69 eV
SMILES = c1ccncc1.CC(C)=O.CC(C)=O.CC(C)=O.CC(C)=O.CC(C)=O.CC(C)=O.CC(C)=O.CC(C)=O.CC(C)=O.CC(C)=O.CC(C)=O
net charge = 0

XYZ file:
```
121
Properties=species:S:1:pos:R:3:lowdin_charge:R:1
N -0.869 -4.761 19.151 0.08
C 0.268 -5.152 18.586 -0.15
C 0.475 -6.398 17.923 -0.07
C -0.570 -7.291 17.901 -0.08
C -1.810 -6.938 18.456 -0.03
C -1.889 -5.637 19.060 -0.13
H 1.135 -4.508 18.575 0.09
H 1.424 -6.735 17.531 0.08
H -0.542 -8.186 17.298 0.10
H -2.681 -7.540 18.243 0.08
H -2.767 -5.293 19.587 0.09
C -7.229 -7.502 17.646 -0.02
C -7.199 -6.149 18.285 -0.48
O -7.998 -5.276 18.000 0.05
C -6.138 -5.745 19.301 -0.01
H -7.270 -8.315 18.372 0.07
H -6.337 -7.732 17.064 0.06
H -8.106 -7.585 17.004 0.09
H -5.792 -6.549 19.950 0.06
H -6.608 -4.931 19.854 0.09
H -5.269 -5.369 18.761 0.06
C 1.040 -10.915 16.307 -0.01
C -0.342 -10.675 15.625 -0.46
O -1.342 -11.067 16.196 0.06
C -0.360 -9.994 14.300 -0.02
H 1.645 -11.502 15.616 0.09
H 0.991 -11.508 17.220 0.07
H 1.616 -10.002 16.460 0.06
H -0.226 -10.683 13.465 0.10
H 0.387 -9.215 14.147 0.05
H -1.299 -9.440 14.288 0.08
C -3.385 -7.000 24.366 -0.03
C -2.299 -7.165 23.406 -0.49
O -1.145 -7.450 23.787 0.03
C -2.715 -7.170 21.964 -0.01
H -3.936 -7.940 24.379 0.10
H -4.026 -6.192 24.014 0.09
H -2.894 -6.887 25.332 0.10
H -3.743 -7.515 21.843 0.09
H -2.064 -7.882 21.457 0.07
H -2.503 -6.236 21.445 0.04
C -2.359 -5.140 14.580 -0.01
C -3.313 -6.257 14.865 -0.41
O -3.069 -7.465 14.594 0.01
C -4.434 -5.920 15.896 -0.02
H -1.938 -5.189 13.576 0.08
H -1.594 -5.122 15.356 0.09
H -2.996 -4.271 14.746 0.08
H -4.476 -6.788 16.553 0.05
H -5.377 -5.765 15.370 0.09
H -4.372 -5.041 16.538 0.08
C 1.800 -3.105 16.172 -0.01
C 0.960 -1.848 16.518 -0.46
O 1.427 -0.820 17.001 0.05
C -0.530 -1.907 16.341 -0.03
H 2.775 -2.912 16.620 0.08
H 1.838 -3.097 15.083 0.09
H 1.425 -3.999 16.671 0.03
H -1.083 -2.665 16.894 0.06
H -0.692 -2.164 15.295 0.08
H -1.042 -0.989 16.630 0.09
C -3.901 -10.464 17.964 -0.01
C -4.838 -10.104 19.068 -0.49
O -4.834 -8.926 19.446 0.01
C -5.779 -11.075 19.635 -0.02
H -2.869 -10.519 18.311 0.05
H -3.821 -9.653 17.241 0.08
H -4.311 -11.336 17.454 0.09
H -5.287 -11.815 20.266 0.09
H -6.269 -11.616 18.826 0.09
H -6.417 -10.610 20.387 0.09
C -0.681 -10.815 19.691 0.00
C 0.294 -10.818 20.887 -0.46
O 1.404 -11.233 20.733 0.05
C -0.119 -10.380 22.333 0.00
H -0.640 -9.810 19.271 0.07
H -1.699 -11.071 19.986 0.08
H -0.215 -11.496 18.980 0.07
H -0.811 -9.538 22.327 0.04
H 0.676 -9.972 22.956 0.08
H -0.465 -11.271 22.856 0.08
C 0.076 -6.943 12.507 -0.03
C 0.783 -5.900 13.259 -0.48
O 0.891 -4.725 12.860 0.05
C 1.104 -6.350 14.644 -0.03
H -0.974 -7.089 12.759 0.08
H 0.530 -7.929 12.609 0.07
H 0.298 -6.615 11.492 0.10
H 0.303 -6.961 15.060 0.06
H 1.230 -5.561 15.385 0.05
H 1.906 -7.064 14.834 0.09
C 3.415 -8.117 19.345 -0.02
C 3.719 -8.759 18.004 -0.45
O 3.644 -8.101 16.958 0.02
C 4.139 -10.246 18.039 0.00
H 3.097 -7.078 19.256 0.07
H 4.330 -8.029 19.931 0.09
H 2.665 -8.647 19.932 0.08
H 5.143 -10.195 17.618 0.09
H 3.526 -10.854 17.374 0.06
H 4.161 -10.652 19.051 0.08
C -0.921 -2.121 24.462 0.01
C -1.857 -3.124 23.711 -0.45
O -2.953 -3.544 24.036 0.05
C -1.475 -3.482 22.331 -0.03
H -0.131 -2.731 24.900 0.08
H -1.382 -1.538 25.259 0.08
H -0.579 -1.422 23.698 0.06
H -1.988 -4.354 21.925 0.05
H -0.396 -3.633 22.296 0.06
H -1.583 -2.678 21.603 0.10
C 2.201 -1.025 23.028 -0.05
C 1.382 -1.530 21.890 -0.46
O 0.383 -0.906 21.431 0.02
C 1.846 -2.867 21.368 -0.03
H 3.182 -0.687 22.696 0.09
H 2.313 -1.676 23.895 0.08
H 1.798 -0.102 23.446 0.09
H 2.619 -2.630 20.637 0.09
H 1.185 -3.485 20.759 0.06
H 2.388 -3.329 22.193 0.09
```

=====

Entry 3:
The following is a DFT calculation (ωB97M-V/def2-TZVPD) of one molecule with the formula C5H6N2 in a non-equilibrium geometry.

LUMO level = 0.51 eV
Kohn-Sham gap = 10.47 eV
SMILES = C=C[C@H](C#N)N=C
net charge = 0

XYZ file:
```
13
Properties=species:S:1:pos:R:3:lowdin_charge:R:1
N -0.175 1.679 2.316 0.16
C -0.338 1.356 1.216 -0.18
C -0.596 0.937 -0.189 -0.35
C 0.680 0.506 -0.904 -0.12
C 1.394 -0.594 -0.651 0.04
C -1.091 -1.190 0.486 -0.08
N -1.292 -0.303 -0.399 0.00
H -1.063 1.795 -0.684 0.14
H 0.969 1.136 -1.733 0.10
H 1.043 -1.539 -0.229 0.06
H 2.440 -0.594 -0.934 0.06
H -1.191 -2.234 0.198 0.08
H -0.778 -0.955 1.508 0.08
```

=====

Look up the Kohn-Sham gap of the second one.
9.69 eV

=====

Among the records above, which one has the highest Kohn-Sham gap?
C5H6N2

=====

Which of these has the lowest LUMO level?
C38H71NO11